1.
3 unconnected molecules or ions with the total composition C4H14NO3 in a non-equilibrium geometry, computed with ωB97M-V with the def2-TZVPD basis set.

Each line ends with the natural charge from an NBO analysis.
Atoms and positions in Å:
C  -0.69647  2.04920  -0.47419  -0.41
N  -0.50786  1.57925  0.89578  -0.65
C  -1.46730  0.51586  1.28220  -0.21
C  -1.66284  -0.62908  0.20333  -0.46
C  -0.35776  -1.37521  0.09475  -0.06
O  0.70038  -0.54391  -0.16496  -0.95
H  -1.88590  2.16235  -0.63674  0.16
H  -0.60204  1.35502  -1.33624  0.19
H  -0.08626  2.98012  -0.67400  0.19
H  0.40533  1.30852  1.07658  0.37
H  -2.38329  1.21223  1.46133  0.17
H  -1.19861  0.02968  2.16037  0.19
H  -2.52630  -1.22423  0.47526  0.18
H  -1.92768  -0.34824  -0.76776  0.20
H  -0.05235  -2.01352  0.96249  0.14
H  -0.36955  -1.99769  -0.84430  0.15
H  2.52111  -0.10463  1.92959  0.42
H  1.93723  -0.73673  0.60864  0.51
O  2.76654  -0.92818  1.32280  -1.05
H  0.63210  -0.25863  -1.75036  0.51
H  1.54698  -0.67300  -2.92642  0.45
O  0.61439  -0.54174  -2.73853  -1.03

Results
* max |F|: 4.42 eV/Å
* HOMO level: -0.1371 Ha
* energy relative to the best compared isomer or geometry (same formula, charge and spin): 45.1 kcal per mole
* 2S+1: 1
* total charge: -1
* gap between HOMO and LUMO: 7.8 eV

=====

2.
A gas-phase ion, C2H4ClN2O2 (charge -1) in a non-equilibrium geometry, computed with ωB97M-V with the def2-TZVPD basis set.

Each line ends with the natural charge from an NBO analysis.
Atoms and positions in Å:
O  -1.48212  -2.05085  0.45582  -0.56
N  -1.18506  -0.80087  0.61287  -0.19
C  -0.08818  -0.38681  -0.12317  -0.06
C  -0.30647  0.90473  -0.87459  -0.34
Cl  1.12450  2.02863  -0.74039  -0.14
N  0.83226  -0.26237  0.97581  -0.11
O  1.67072  -1.17616  1.29812  -0.53
H  0.49145  -1.14683  -0.70954  0.19
H  -0.46487  0.75339  -2.00095  0.21
H  -1.08153  1.60602  -0.52584  0.22
H  0.48931  0.53112  1.63185  0.31

Results
* max |F|: 3.08 eV/Å
* HOMO level (spin up / spin down): -0.0720 / -0.1115 Ha
* energy relative to the best compared isomer or geometry (same formula, charge and spin): 37.5 kcal per mole
* 2S+1: 1
* SMILES: O=N[C@@H](CCl)N[O-]
* total charge: -1
* gap between HOMO and LUMO (spin up / spin down): 5.5 / 6.5 eV

=====

3.
C5H7Cl in the gas phase in a non-equilibrium geometry, computed with ωB97M-V with the def2-TZVPD basis set.

Each line ends with the natural charge from an NBO analysis.
Atoms and positions in Å:
C  0.08467  -2.24042  0.04794  -0.43
C  0.45124  -1.00599  0.17867  0.09
C  0.56657  0.41823  0.49487  -0.30
C  -0.57767  1.33881  0.08755  -0.60
C  1.71236  0.22453  -0.48520  -0.28
Cl  3.34201  0.09704  0.07043  -0.01
H  0.58721  -2.96819  -0.57256  0.22
H  -0.76490  -2.62043  0.60452  0.21
H  0.90993  0.60426  1.51270  0.24
H  -1.53015  0.87797  0.33528  0.22
H  -0.54954  1.52859  -0.98265  0.21
H  -0.51115  2.29044  0.60888  0.22
H  1.57584  0.39075  -1.53535  0.22

Results
* max |F|: 4.50 eV/Å
* HOMO level: -0.3016 Ha
* energy relative to the best compared isomer or geometry (same formula, charge and spin): 62.3 kcal per mole
* 2S+1: 1
* SMILES: C=C1[C@H](C)[C@H]1Cl
* total charge: 0
* gap between HOMO and LUMO: 9.2 eV

=====

4.
C5H6ClN in the gas phase in a non-equilibrium geometry, computed with ωB97M-V with the def2-TZVPD basis set.

Each line ends with the natural charge from an NBO analysis.
Atoms and positions in Å:
C  0.47624  1.92007  -0.99063  -0.36
C  0.16288  0.64707  -0.80944  -0.23
C  0.13414  -0.19701  0.40325  -0.08
C  -1.23221  -0.96361  0.65068  -0.61
Cl  0.75891  0.58498  1.90689  -0.02
C  1.29494  -1.30998  0.21782  0.25
N  2.04218  -2.15175  0.01335  -0.32
H  0.40621  2.40339  -1.97942  0.23
H  0.54978  2.44022  -0.02206  0.22
H  -0.19856  0.01968  -1.63874  0.21
H  -1.99191  -0.14944  0.87111  0.24
H  -1.03682  -1.55475  1.55879  0.24
H  -1.36578  -1.68886  -0.18159  0.24

Results
* max |F|: 3.39 eV/Å
* HOMO level: -0.3928 Ha
* energy relative to the best compared isomer or geometry (same formula, charge and spin): 36.7 kcal per mole
* 2S+1: 1
* SMILES: C=C[C@](C)(Cl)C#N
* total charge: 0
* gap between HOMO and LUMO: 11.3 eV

=====

5.
3 unconnected molecules or ions with the total composition C2H9NO3 in a non-equilibrium geometry, computed with ωB97M-V with the def2-TZVPD basis set.

Each line ends with the natural charge from an NBO analysis.
Atoms and positions in Å:
C  1.80786  0.82287  0.12056  0.50
N  1.44852  -0.50195  0.23814  -0.63
C  1.12054  -1.11717  1.58080  -0.45
O  1.85160  1.62935  1.08722  -0.67
H  1.92862  1.15375  -0.91319  0.12
H  1.11349  -1.02626  -0.60614  0.43
H  0.33579  -1.77548  1.41859  0.21
H  2.03117  -1.63818  1.83648  0.18
H  0.74568  -0.44246  2.41068  0.22
H  -2.83411  1.89435  -0.39585  0.42
H  -3.01385  1.92496  -1.92245  0.38
O  -2.45746  1.96980  -1.18235  -1.21
H  -1.57516  -0.21415  -0.96436  0.46
H  -1.48002  -1.66386  -1.62849  0.37
O  -1.02266  -1.01556  -1.07963  -1.31

Results
* max |F|: 6.51 eV/Å
* HOMO level (spin up / spin down): 0.0297 / -0.2322 Ha
* energy relative to the best compared isomer or geometry (same formula, charge and spin): 12.3 kcal per mole
* 2S+1: 2
* total charge: -1
* gap between HOMO and LUMO (spin up / spin down): 3.1 / 10.0 eV

=====

6.
A molecular structure, C5H7NO in a non-equilibrium geometry, computed with ωB97M-V with the def2-TZVPD basis set.

Each line ends with the natural charge from an NBO analysis.
Atoms and positions in Å:
O  -1.60804  0.94952  1.54885  -0.55
C  -0.87955  0.44283  0.73924  0.53
C  -1.13242  -0.20102  -0.68570  -0.32
N  0.23431  -0.69028  -0.90856  -0.39
C  1.02479  0.59576  -0.79094  -0.23
C  0.78507  0.46423  0.70589  -0.34
C  0.51838  -1.00562  0.53055  -0.18
H  -1.40886  0.56822  -1.41044  0.21
H  -1.85536  -1.02128  -0.73400  0.22
H  0.54972  1.46068  -1.28292  0.19
H  2.03685  0.47901  -1.18849  0.21
H  1.34218  0.94159  1.51792  0.23
H  1.01931  -1.90476  0.85969  0.24
H  -0.62637  -1.07888  1.09891  0.19

Results
* max |F|: 3.35 eV/Å
* HOMO level: -0.3218 Ha
* energy relative to the best compared isomer or geometry (same formula, charge and spin): 95.2 kcal per mole
* 2S+1: 1
* total charge: 0
* gap between HOMO and LUMO: 9.7 eV

=====

7.
4 unconnected molecules or ions with the total composition CH10N2O3 in a non-equilibrium geometry, computed with ωB97M-V with the def2-TZVPD basis set.

Each line ends with the natural charge from an NBO analysis.
Atoms and positions in Å:
N  0.19875  1.58933  -0.62591  -0.27
C  -0.24815  1.02995  -1.84182  0.19
N  -1.32235  0.36905  -1.94710  -0.48
H  0.86621  1.07484  -0.07683  0.46
H  -0.38873  2.22695  -0.05309  0.44
H  0.45392  1.11127  -2.67266  0.23
H  -1.23025  -0.16438  -2.76636  0.39
H  -0.29097  -1.24806  1.48707  0.49
H  0.32733  -2.63143  1.22950  0.49
O  0.47244  -1.80849  1.74377  -0.97
H  -1.47066  -0.31051  -0.06811  0.46
H  -2.62538  -0.12142  0.87222  0.50
O  -1.82882  -0.69586  0.74512  -0.94
H  2.91975  0.13715  1.79383  0.50
H  1.76869  -0.61538  1.19283  0.50
O  2.39822  0.05700  0.98753  -1.00

Results
* max |F|: 2.92 eV/Å
* HOMO level (spin up / spin down): -0.5489 / -0.5488 Ha
* energy relative to the best compared isomer or geometry (same formula, charge and spin): 33.2 kcal per mole
* 2S+1: 2
* total charge: +1
* gap between HOMO and LUMO (spin up / spin down): 9.9 / 5.3 eV

=====

8.
A molecular structure, CH3ClINO in a non-equilibrium geometry, computed with ωB97M-V with the def2-TZVPD basis set.

Each line ends with the natural charge from an NBO analysis.
Atoms and positions in Å:
C  1.27175  -0.08140  0.01216  -0.27
N  1.14103  -1.12052  1.95519  -0.30
O  0.64767  -0.05572  1.23811  -0.38
Cl  -0.04124  -1.31413  3.18733  0.14
I  3.00385  -0.76919  2.81086  0.24
H  1.65805  -0.95709  -0.29876  0.20
H  1.99806  0.71678  -0.06843  0.18
H  0.47625  0.27022  -0.72087  0.20

Results
* max |F|: 5.61 eV/Å
* HOMO level: -0.3408 Ha
* energy relative to the best compared isomer or geometry (same formula, charge and spin): 2.9 kcal per mole
* 2S+1: 1
* total charge: 0
* gap between HOMO and LUMO: 8.6 eV